62
Properties=species:S:1:pos:R:3:forces:R:3 method="wB97M-V/def2-TZVPD" gap_ha=0.138 multiplicity=1 e_tot_ev=-88767.3031 total_charge=-1 e_lumo_ev=0.146 homo_energy_ev=-3.62
F 1.44713 -3.58733 0.66960 -0.663 0.744 0.641
C 0.41931 -3.22464 1.47684 -0.354 0.944 -0.507
F -0.70037 -3.74328 0.92886 0.728 0.656 0.469
F 0.61303 -3.84025 2.66391 -0.099 0.823 -0.505
S 0.19776 -1.11568 1.90696 1.212 -1.943 -2.946
N -0.19574 0.01147 0.48492 2.492 -2.427 1.846
S -1.52516 -0.38108 -0.41777 -0.697 -0.351 0.892
C -2.46982 -1.20815 0.88315 -0.849 0.376 -0.841
C -3.48991 -1.97392 0.33427 0.780 -0.416 0.549
C -4.17569 -2.83161 1.17897 -0.728 -0.135 -0.229
C -3.95766 -2.82220 2.54959 -0.026 -0.380 0.153
C -3.03087 -1.94308 3.09751 -0.329 0.199 0.174
C -2.34186 -1.06724 2.26686 -0.587 0.233 0.708
O -2.26073 0.82279 -0.68145 0.590 -0.136 -0.928
O -1.27474 -1.31126 -1.50189 0.028 0.594 0.833
S 1.96858 0.48645 0.07178 -0.932 2.154 0.185
C 3.10661 -0.78030 0.78832 0.584 0.743 -0.790
C 3.19902 -0.95436 2.17337 -0.172 -0.155 0.505
C 4.17254 -1.81582 2.66983 0.181 0.192 -0.478
C 5.12838 -2.33599 1.78450 0.136 -0.466 -0.179
C 5.10807 -2.02408 0.41172 0.106 -0.184 0.650
C 4.09622 -1.20459 -0.08590 -0.387 -0.365 0.022
O 2.01453 0.94158 -1.31221 0.409 -1.765 1.138
O 2.15068 1.50946 1.07348 -0.478 -0.842 -0.492
H -3.66544 -1.93933 -0.73736 0.085 -0.255 0.162
H -4.88712 -3.51196 0.72180 -0.135 0.071 0.265
H -4.53692 -3.47628 3.20909 0.295 0.098 -0.318
H -2.84160 -1.92632 4.18119 -0.259 0.133 -0.569
H -1.75592 -0.28912 2.77736 -0.681 -0.564 -0.694
H 2.55353 -0.46009 2.90698 0.144 -0.133 -0.722
H 4.17476 -2.05009 3.74681 0.195 0.199 -0.701
H 5.89735 -3.01326 2.18887 -0.367 0.391 -0.359
H 5.85925 -2.43294 -0.27103 -0.205 0.238 0.363
H 4.05555 -0.87510 -1.12398 0.027 -0.328 0.160
C -0.04346 1.80607 2.63232 0.451 1.718 -0.043
C -0.92706 2.64443 1.91336 -0.950 1.088 -0.321
C -2.31062 2.31403 1.62654 0.850 -0.331 0.657
C -3.16065 3.17667 0.98491 -0.473 0.918 -0.076
C -2.77233 4.51677 0.72768 0.321 -1.194 -0.245
N -3.64364 5.46560 0.14082 -0.460 1.330 -0.955
O -3.20452 6.63579 0.03025 -0.780 -1.184 0.102
O -4.77362 5.14923 -0.27413 1.139 0.006 0.684
C -1.44385 4.89708 0.96634 -0.372 0.270 0.109
C -0.57900 4.00888 1.53578 0.294 -0.522 0.331
C 1.04428 2.42273 3.37772 0.356 0.253 0.761
C 2.03433 3.31938 2.84180 0.215 0.032 0.174
C 3.07378 3.83099 3.60595 -1.053 -0.129 0.638
C 3.09143 3.53655 4.98804 -0.506 -0.523 -0.707
N 4.15029 4.10158 5.74485 1.979 0.890 0.756
O 4.28562 3.83182 6.95904 -0.380 0.384 -1.817
O 4.94725 4.85052 5.12055 -1.079 -1.085 1.469
C 2.12494 2.69553 5.58124 0.433 0.377 -0.067
C 1.11545 2.18268 4.78932 0.187 -0.367 -0.643
H -0.23538 0.75076 2.78623 -0.367 0.764 0.661
H -2.70726 1.37177 2.03171 0.205 0.489 -0.628
H -4.16468 2.86709 0.67629 0.344 0.120 0.384
H -1.13883 5.91740 0.69856 -0.081 -0.620 0.267
H 0.40619 4.39434 1.75577 -0.241 -0.144 -0.127
H 2.04391 3.59592 1.78770 -0.075 -0.355 0.502
H 3.82063 4.51070 3.18627 -0.353 -0.451 0.168
H 2.18412 2.48126 6.65282 -0.058 0.189 -0.447
H 0.30726 1.58664 5.22579 0.409 0.135 -0.045

---

44
Properties=species:S:1:pos:R:3:forces:R:3 method="wB97M-V/def2-TZVPD" gap_ha=0.205 multiplicity=1 e_tot_ev=-45254.2303 total_charge=-1 e_lumo_ev=2.527 homo_energy_ev=-3.06
Pd 1.52906 0.41691 -1.72995 0.355 0.136 0.259
O -0.65067 0.55250 0.88793 -0.271 -0.161 -0.390
N -1.29265 -0.08031 1.74108 0.197 0.026 0.345
N -1.91026 -1.15628 1.34758 -0.246 -0.101 0.201
O -1.97452 -1.63963 0.13480 0.132 0.242 -0.057
C -2.60218 -1.84557 2.37718 -0.115 -0.130 0.081
C -2.64982 -1.39490 3.70230 0.014 -0.032 -0.113
C -3.34927 -2.12170 4.64878 0.000 0.001 0.008
C -4.00866 -3.29839 4.30798 -0.010 -0.004 0.032
C -3.95593 -3.73986 2.99591 -0.023 -0.036 0.007
C -3.26122 -3.02426 2.03216 0.071 0.107 -0.010
H -2.13683 -0.48479 3.96733 0.008 0.023 0.014
H -3.37916 -1.76323 5.67119 0.002 0.004 -0.002
H -4.55254 -3.86008 5.05752 0.002 0.002 -0.001
H -4.46092 -4.65636 2.71325 0.001 0.001 -0.003
H -3.19945 -3.34443 1.00355 -0.011 -0.010 -0.016
C -3.77851 0.07293 -2.58210 -0.105 -0.015 0.012
N -2.41792 0.44813 -2.89442 0.081 -0.061 0.085
C -1.99978 1.28654 -3.90153 -0.013 0.064 -0.029
C -0.64569 1.37855 -3.77737 -0.145 -0.107 -0.017
N -0.24367 0.60468 -2.71866 0.068 0.071 -0.143
C -1.32432 0.06051 -2.19945 0.113 -0.027 0.068
H -4.44463 0.50590 -3.32654 0.021 0.009 -0.016
H -4.06008 0.44082 -1.59640 0.024 -0.042 0.012
H -3.88820 -1.01023 -2.59633 0.012 0.009 0.050
H -2.69478 1.73346 -4.59084 0.003 0.005 -0.008
H 0.05706 1.93961 -4.36654 0.001 0.001 -0.011
H -1.33985 -0.56955 -1.30525 -0.206 0.090 -0.139
N 4.46397 -0.14131 -2.58558 -0.055 -0.014 0.003
C 4.38141 -0.02383 -1.22954 0.007 0.054 0.232
N 3.27839 0.26798 -0.61034 0.166 -0.098 -0.612
C 3.48511 0.40910 0.75173 -0.041 0.037 0.225
C 2.49370 0.71422 1.67898 -0.056 -0.005 -0.049
C 2.84938 0.79782 3.01233 0.000 0.004 0.021
C 4.16493 0.58360 3.43036 0.035 -0.006 -0.008
C 5.15725 0.27686 2.51301 -0.007 0.011 0.076
C 4.80082 0.19621 1.17606 0.009 -0.023 -0.126
S 5.80242 -0.15870 -0.21179 -0.063 -0.004 0.005
H 3.50891 -0.10873 -2.97354 0.027 -0.028 -0.007
H 5.05476 -0.88268 -2.93004 0.014 0.024 -0.006
H 1.47071 0.85668 1.34297 0.000 -0.013 0.011
H 2.08594 1.02619 3.74492 -0.002 -0.001 0.004
H 4.41389 0.65345 4.48169 0.006 -0.002 0.004
H 6.17828 0.10663 2.82967 0.002 0.000 0.009